No. 1
{"formula": "C23H24N6O4S", "method": "wB97M-V/def2-TZVPD", "species": ["C", "C", "H", "C", "H", "H", "H", "C", "N", "H", "H", "H", "H", "H", "H", "C", "H", "C", "C", "H", "H", "H", "H", "N", "H", "O", "N", "H", "H", "C", "C", "H", "O", "N", "C", "C", "O", "C", "N", "C", "C", "S", "C", "H", "H", "C", "C", "H", "C", "C", "O", "C", "C", "N", "H", "C", "H", "C"], "coordinates": [[5.475659, -0.976077, -0.840740], [-2.812768, 1.466350, -0.422153], [-2.396245, 0.846118, -2.563947], [-0.954299, 1.784682, 0.803101], [2.375623, -1.733128, -0.432995], [-4.266533, -0.237121, -2.275509], [-3.840736, 1.256243, 2.122023], [6.176614, 1.079841, 0.485305], [-4.141649, 1.290544, -0.690306], [-2.645657, -1.401159, 2.675806], [1.510067, -0.615099, 2.885429], [0.138544, 1.265633, -2.302422], [-4.431700, -1.413941, 1.015563], [-0.408186, -2.368929, -3.155594], [3.010700, 1.263151, -2.168073], [-1.700661, -1.551906, 1.843872], [-0.658261, -0.938053, 3.952925], [3.227417, 0.310076, -1.640709], [-0.697245, -1.101547, 2.827490], [3.055938, -0.690616, 0.888336], [5.135763, -1.680683, -1.677989], [4.565676, 2.138854, -0.164370], [-3.760328, -3.150930, 1.024579], [6.411070, -0.919195, -0.126696], [6.676809, 1.933878, 1.094587], [2.141918, 1.876362, 1.287969], [2.065482, 0.208259, -0.595669], [-3.687754, 2.789932, 1.729689], [-4.378216, -2.552530, -0.407054], [-0.934092, -2.122452, -2.117668], [-4.873033, 0.290524, -1.457475], [-1.104251, -3.208117, -1.672962], [2.110218, 2.696761, -0.820904], [-6.047385, 0.352166, -1.303152], [4.465246, 0.355364, -0.869463], [-2.406813, 1.759158, 0.940355], [-2.508048, -1.761671, -0.213837], [-0.612700, 1.522187, -1.695200], [-6.249716, 1.341403, -0.410244], [-0.119701, 1.655038, -0.082002], [-3.828289, -2.243226, 0.500317], [1.725346, 1.535513, 0.013191], [4.911865, 1.373589, -0.281972], [-2.573886, 1.823791, 2.887045], [8.033775, -0.226622, 0.892799], [-2.040291, 1.274574, -1.417225], [6.855211, 0.001498, 0.378874], [-0.450706, 2.026613, 2.111685], [0.506230, -0.963185, 2.360855], [-0.379132, -1.394840, -0.060108], [0.010736, -1.627371, -1.295564], [-3.175081, 1.727145, 1.964804], [0.739421, -1.019277, 0.711497], [-5.192556, 1.644652, -0.049237], [-1.774662, -1.964523, -2.475440], [-1.539060, -1.593794, 0.600068], [3.160835, -0.536692, -2.384446], [2.103457, -0.897187, 0.072943]], "forces_ev_per_angstrom": [[-10.863, 2.733, -6.189], [-2.795, 1.556, 7.405], [-0.211, 1.409, 3.545], [-4.913, 2.508, 13.565], [0.630, -2.349, -1.945], [-1.343, 0.365, 1.612], [-15.249, -11.657, 2.657], [-1.523, 8.590, 1.108], [-5.372, -5.173, -2.789], [1.411, -1.162, -3.809], [-2.493, -0.816, -0.812], [1.906, -0.960, -2.980], [1.419, -1.155, -0.637], [-0.342, 0.462, 2.043], [0.395, -0.698, 0.210], [-2.115, 2.824, 13.548], [-1.549, -0.569, -1.464], [-1.874, 0.404, -0.839], [-0.322, -1.135, 0.550], [-2.611, -1.412, -1.216], [0.823, 0.043, 1.758], [-7.089, 15.252, 1.977], [0.982, -0.757, 1.274], [0.298, -15.930, -5.828], [-1.226, -1.305, -1.230], [1.262, -1.465, 5.082], [3.009, 1.987, -8.872], [0.483, -1.525, 1.463], [-0.060, 0.504, 0.398], [8.151, -9.275, -1.629], [11.117, -1.552, -4.899], [0.039, 1.454, -1.192], [-0.307, -2.368, -1.136], [-7.082, -1.451, -1.828], [1.268, -7.719, -3.815], [7.680, -2.598, -12.989], [-7.362, -2.024, -0.590], [-5.065, 0.220, 11.525], [-6.934, -2.740, -0.743], [5.931, -1.321, -11.668], [-0.366, 2.291, -3.581], [-4.305, 9.449, -1.496], [11.534, -11.692, 3.207], [-0.319, 0.139, -0.131], [-3.223, 1.450, -0.961], [7.820, -1.616, -13.029], [11.508, 8.716, 10.127], [-1.124, -0.988, -3.961], [6.600, 1.873, -5.705], [7.824, 1.658, 3.139], [-0.806, 2.340, -1.047], [9.639, 14.929, 4.847], [-2.067, -1.914, 5.240], [7.048, 9.750, 8.026], [-8.223, 4.118, -1.735], [-0.333, -0.088, -3.455], [-0.196, 0.620, 1.103], [0.883, -2.231, 8.789]], "gap_ev": 8.080, "e_tot_ha": -1917.4674, "relative_energy_kcal_mol": 707.7}

No. 2
{"formula": "C5H15NO", "method": "wB97M-V/def2-TZVPD", "species": ["H", "N", "C", "H", "H", "H", "H", "H", "H", "H", "C", "O", "H", "H", "H", "C", "C", "H", "C", "H", "H", "H"], "coordinates": [[-0.570898, -1.042703, -2.193927], [0.637112, -0.851217, 1.226632], [-0.770107, -0.927525, -1.132696], [-1.041228, -2.102881, 1.574209], [1.416311, -1.642249, 1.527424], [3.219137, -0.133690, -0.694371], [-2.625741, 2.869146, -0.438116], [1.021758, -1.901153, -0.607702], [2.691414, 1.140094, 0.457021], [0.740941, 0.726169, -1.917142], [1.124942, 0.518125, -0.834057], [-3.577221, 2.629760, -0.587069], [-3.804610, 2.546156, 0.346415], [-1.318241, 0.034676, -0.997701], [0.475551, 1.241970, -0.301960], [-0.540953, -1.268280, 2.113567], [0.531329, -0.861694, -0.376664], [-0.413433, -1.430723, 3.148623], [2.542482, 0.806327, -0.557863], [-1.206672, -0.433232, 2.194387], [-1.433448, -1.713855, -0.843261], [2.901583, 1.796784, -1.105759]], "forces_ev_per_angstrom": [[0.170, -0.021, -0.041], [1.646, -2.679, 1.288], [-1.174, 1.104, 0.865], [-0.137, 0.288, 0.968], [-2.379, 2.748, -1.512], [-0.935, 1.946, -0.206], [-1.031, -0.233, -0.838], [0.042, 2.360, -0.144], [-0.142, -0.382, 0.647], [1.324, -0.660, 1.480], [-2.397, -0.405, -1.262], [1.731, 0.398, 0.886], [-0.679, -0.175, -0.046], [0.130, -0.637, -0.192], [0.352, -0.299, 0.130], [-0.289, 0.401, -3.702], [1.248, -1.398, 1.428], [1.413, -0.849, 0.946], [2.721, 0.957, -0.828], [-0.770, 0.602, -0.637], [-0.405, -0.647, 0.307], [-0.439, -2.418, 0.464]], "smiles": "CC[C@H](C)NC.O", "gap_ev": 9.379, "e_tot_ha": -329.3998, "relative_energy_kcal_mol": 67.7}

No. 3
{"formula": "C8H12N2O", "method": "wB97M-V/def2-TZVPD", "species": ["N", "C", "C", "H", "C", "H", "C", "H", "C", "H", "H", "H", "H", "H", "H", "C", "H", "H", "C", "C", "H", "O", "N"], "coordinates": [[2.914524, -1.236508, -0.449105], [-1.654210, 0.241558, -1.149707], [1.871165, 0.623852, 0.072991], [-1.578942, 1.279102, -1.189543], [-0.719240, -0.378068, -0.067901], [3.682353, 1.776336, 0.551807], [-1.589334, -0.822539, 1.107768], [4.809334, -0.578879, -0.351064], [0.631536, 1.282305, 0.405035], [-2.707243, -0.050824, -1.003195], [-1.931085, -1.867496, 1.038212], [-2.504884, -0.210040, 1.102706], [0.525433, 1.634577, 1.442245], [-1.189618, -0.165973, -2.091687], [0.466367, 2.157375, -1.277393], [0.424569, -1.261016, -0.489897], [-1.043559, -0.906903, 2.069226], [0.437662, -2.190427, 0.268350], [3.198391, 0.887739, 0.159886], [3.812133, -0.323041, -0.143876], [0.390533, -1.568792, -1.508239], [0.383160, 2.422588, -0.344149], [1.760667, -0.686812, -0.299664]], "forces_ev_per_angstrom": [[0.635, -2.222, -0.604], [1.848, -3.118, -0.573], [-0.861, -1.363, 0.157], [0.050, 1.931, 0.106], [0.750, 3.407, 0.832], [-0.234, -0.095, -0.330], [0.651, -0.560, 0.408], [1.217, -0.032, 0.264], [-2.127, -0.348, 0.274], [0.541, -0.040, -0.335], [-0.017, 0.093, -0.728], [0.583, -0.091, 0.689], [-0.145, -0.722, -0.203], [-1.187, 0.536, 0.310], [0.094, 0.411, 0.295], [0.442, -2.790, 2.738], [-0.349, 0.817, -0.298], [-0.197, 1.563, -2.053], [1.129, 0.930, 0.839], [-0.384, 0.004, -0.743], [-0.338, -0.605, -0.782], [-0.547, -0.422, -0.843], [-1.553, 2.716, 0.581]], "gap_ev": 9.350, "e_tot_ha": -496.6736, "relative_energy_kcal_mol": 74.7}